# 1
Formula: C26H32CoOP3
Source: OMol25
Level of theory: the ωB97M-V functional and the def2-TZVPD basis

## Properties
charge	-1
multiplicity	2
DFT total energy	-95020.4918	eV
HOMO level (spin up / spin down)	-2.3 / -2.3	eV
frontier orbital gap (spin up / spin down)	0.1945 / 0.1937	Eh
energy above the lowest of the compared OMol25 structures with the same formula, charge and spin	0.0	kJ/mol

Geometry as XYZ:
```
63
Properties=species:S:1:pos:R:3:forces:R:3
Co 0.593 -0.983 0.380 0.0 1.3 -1.8
O -1.102 -2.944 0.606 -2.3 -0.8 -1.0
C -1.010 -1.906 -0.084 3.8 -0.7 3.7
C -1.934 -1.373 -1.008 -2.8 1.0 -2.7
C -3.057 -2.107 -1.465 1.0 0.3 0.7
C -3.849 -1.613 -2.462 -0.5 0.7 -0.7
C -3.573 -0.355 -3.023 0.0 -0.4 0.3
C -2.484 0.386 -2.583 -0.6 0.0 -0.3
C -1.667 -0.089 -1.574 -0.2 -1.3 0.7
P -0.077 0.696 -0.904 1.7 -0.7 1.9
C 0.322 1.586 -2.470 -0.1 0.0 -0.3
C 1.302 1.077 -3.324 -0.2 -0.1 0.1
C 1.687 1.764 -4.456 0.1 0.1 -0.2
C 1.089 2.979 -4.773 -0.1 0.0 -0.1
C 0.094 3.481 -3.949 0.1 0.3 -0.2
C -0.276 2.804 -2.802 0.1 -0.4 0.2
C -0.698 2.031 0.157 -0.4 0.4 0.0
C -1.975 1.966 0.718 0.2 -0.2 -0.1
C -2.423 2.951 1.574 -0.1 0.3 0.3
C -1.601 4.028 1.897 0.0 -0.1 0.0
C -0.341 4.118 1.320 -0.2 0.2 0.3
C 0.096 3.148 0.441 0.0 -0.4 -0.3
H -3.247 -3.069 -1.009 0.0 -0.1 0.0
H -4.695 -2.186 -2.827 0.0 0.0 0.0
H -4.214 0.043 -3.798 -0.1 0.0 -0.1
H -2.295 1.345 -3.046 0.1 0.0 0.0
H 1.753 0.121 -3.088 0.1 0.0 0.0
H 2.464 1.364 -5.095 0.0 0.0 0.0
H 1.391 3.520 -5.661 0.0 0.0 0.0
H -0.389 4.418 -4.197 0.0 0.1 0.0
H -1.038 3.216 -2.153 0.0 0.0 0.0
H -2.604 1.117 0.481 0.0 0.0 0.0
H -3.420 2.894 2.001 0.0 -0.1 0.0
H -1.940 4.792 2.584 0.0 0.0 0.0
H 0.308 4.953 1.559 0.0 0.0 0.0
H 1.061 3.251 -0.038 0.0 -0.1 0.0
C -1.179 -1.318 3.370 0.2 0.0 -0.1
P 0.309 -0.622 2.540 0.1 -0.6 0.0
C 0.543 0.867 3.610 -0.1 -0.1 -0.5
C 1.644 -1.701 3.255 -0.1 0.2 0.1
C 1.716 -3.021 2.500 0.1 0.0 -0.2
P 1.903 -2.767 0.663 0.1 -0.1 0.8
C 1.566 -4.501 0.130 -0.1 0.3 -0.1
C 3.751 -2.789 0.514 -0.3 0.1 -0.1
H -1.990 -0.603 3.229 -0.1 0.0 0.0
H -1.013 -1.496 4.432 -0.1 0.0 0.1
H -1.439 -2.241 2.857 -0.1 0.0 0.0
H 0.592 0.605 4.667 0.0 -0.1 0.1
H -0.296 1.540 3.438 -0.1 0.1 0.0
H 1.454 1.382 3.316 0.1 0.1 0.0
H 1.467 -1.871 4.323 0.1 0.0 0.0
H 2.579 -1.141 3.146 0.0 0.0 0.0
H 0.763 -3.545 2.615 0.0 -0.1 0.0
H 2.528 -3.651 2.884 -0.1 -0.1 0.0
H 2.082 -5.231 0.754 0.1 0.0 0.0
H 1.881 -4.617 -0.907 0.0 -0.1 -0.1
H 0.490 -4.652 0.186 -0.1 0.0 0.0
H 4.189 -3.692 0.942 0.0 0.0 0.1
H 4.154 -1.905 1.003 0.0 0.1 0.0
H 4.010 -2.736 -0.544 0.1 0.0 -0.1
C 1.680 0.539 -0.259 0.2 0.8 -0.5
H 2.448 0.392 -1.013 0.2 0.0 0.1
H 1.921 1.353 0.419 0.2 0.0 0.1
```
Forces are in eV/Å.

Here are the Mulliken charges for atoms 1 to 5, given in e: number 1, Co, carries -1.007; number 2, O, carries -0.684; number 3, C, carries 0.000; number 4, C, carries -0.055; number 5, C, carries -0.899

---

# 2
Formula: C24H44AsAuN3O3P
Source: OMol25
Level of theory: the ωB97M-V functional and the def2-TZVPD basis

## Properties
charge	+2
DFT total energy	-110022.6967	eV
HOMO level	-13.7	eV
frontier orbital gap	0.2216	Eh
energy above the lowest of the compared OMol25 structures with the same formula, charge and spin	0.0	kJ/mol

Geometry as XYZ:
```
77
Properties=species:S:1:pos:R:3:forces:R:3
Au -0.426 -0.567 -0.310 0.8 0.6 0.4
C -0.948 -1.431 4.625 0.0 0.0 0.0
C -0.940 -1.846 3.146 0.0 0.1 0.0
C 0.363 -2.580 2.829 0.0 0.0 0.0
P -1.335 -0.452 2.006 -0.4 -0.3 -0.3
C -0.480 1.123 2.443 0.0 -0.1 0.1
C 1.023 0.880 2.613 0.0 0.0 0.0
C -1.071 1.902 3.620 0.0 0.0 0.0
C -3.166 -0.257 1.992 0.1 0.0 0.1
C -3.817 -1.422 1.240 0.0 -0.1 0.0
C -3.826 -0.137 3.372 0.0 0.0 0.0
H -0.866 -2.333 5.232 0.0 0.0 0.0
H -1.850 -0.908 4.928 0.0 0.0 0.0
H -0.089 -0.803 4.860 0.0 0.0 0.0
H -1.776 -2.532 2.966 0.0 0.0 0.0
H 1.233 -1.960 3.050 0.0 0.0 0.0
H 0.422 -2.898 1.793 0.0 0.0 0.0
H 0.427 -3.465 3.464 0.0 0.0 0.0
H -0.612 1.730 1.546 0.0 0.0 0.0
H 1.248 0.373 3.551 0.0 0.0 0.0
H 1.538 1.841 2.628 0.0 0.0 0.0
H 1.446 0.283 1.799 0.0 0.0 0.0
H -1.106 1.317 4.537 0.0 0.0 0.0
H -2.072 2.271 3.401 0.0 0.0 0.0
H -0.438 2.770 3.806 0.0 0.0 0.0
H -3.321 0.679 1.443 0.0 0.0 0.0
H -3.795 -2.329 1.847 0.0 0.0 0.0
H -3.347 -1.625 0.281 0.0 0.0 0.1
H -4.865 -1.186 1.054 0.0 0.0 0.0
H -3.719 -1.065 3.934 0.0 0.0 0.0
H -4.894 0.023 3.226 0.0 0.0 0.0
H -3.446 0.684 3.972 0.0 0.0 0.0
C 1.710 -4.884 -0.260 0.0 0.0 0.0
N 0.364 -4.612 -0.759 0.0 0.0 0.0
C -0.201 -3.409 -0.800 0.0 0.0 0.0
N -1.450 -3.287 -1.268 0.0 0.0 0.0
O 0.480 -2.403 -0.387 -0.1 0.0 0.2
H 2.370 -5.159 -1.081 0.0 0.0 0.0
H 1.672 -5.698 0.460 0.0 0.0 0.0
H 2.094 -3.994 0.228 0.0 0.0 0.0
H -0.152 -5.387 -1.143 0.0 0.0 0.0
H -1.959 -4.093 -1.593 0.0 0.0 0.0
H -1.898 -2.385 -1.397 0.0 0.0 0.0
O -0.169 2.868 -0.588 -0.1 0.0 0.0
C -1.224 2.373 -0.908 0.1 0.1 0.0
C -2.428 3.051 -1.533 0.0 0.0 0.0
C -3.409 1.916 -1.850 0.0 0.0 0.0
C -2.679 0.669 -1.424 0.0 -0.1 -0.1
O -2.974 -0.498 -1.608 0.0 0.1 -0.1
N -1.513 1.028 -0.778 -0.1 0.0 0.2
H -2.096 3.594 -2.418 0.0 0.0 0.0
H -2.817 3.791 -0.835 0.0 0.0 0.0
H -3.668 1.838 -2.905 0.0 0.0 0.0
H -4.346 1.980 -1.296 0.0 0.0 0.0
C 2.649 -1.126 -1.980 0.1 0.1 0.0
As 1.494 0.398 -1.708 -0.4 -0.7 -0.5
C 0.847 0.777 -3.486 0.0 0.2 0.1
C 2.680 1.841 -1.088 -0.1 -0.1 0.1
C 3.368 2.379 -2.302 0.0 0.0 0.0
C 2.794 3.436 -3.008 0.0 0.0 0.0
C 3.404 3.922 -4.153 0.0 0.0 0.0
C 4.589 3.353 -4.604 0.0 0.0 0.0
C 5.170 2.306 -3.901 0.0 0.0 0.0
C 4.562 1.819 -2.754 0.0 0.0 0.0
H 3.437 -0.854 -2.680 0.0 0.0 0.0
H 2.063 -1.945 -2.387 0.0 0.0 0.0
H 3.088 -1.428 -1.031 0.0 0.0 0.0
H 1.686 0.828 -4.177 0.0 0.0 0.0
H 0.321 1.730 -3.494 0.0 0.0 0.0
H 0.173 -0.030 -3.770 0.0 0.0 0.0
H 3.365 1.365 -0.386 0.0 0.0 0.0
H 2.062 2.572 -0.580 0.0 0.0 0.0
H 1.877 3.888 -2.645 0.0 0.0 0.0
H 2.964 4.752 -4.689 0.0 0.0 0.0
H 5.067 3.737 -5.496 0.0 0.0 0.0
H 6.105 1.879 -4.238 0.0 0.0 0.0
H 5.033 1.020 -2.193 0.0 0.0 0.0
```
Forces are in eV/Å.

Here are the Mulliken charges for atoms 1 to 5, given in e: number 1, Au, carries 1.078; number 2, C, carries -1.628; number 3, C, carries 0.914; number 4, C, carries -1.338; number 5, P, carries -0.641

---

# 3
Formula: C3H4BNO2
Source: OMol25
Level of theory: the ωB97M-V functional and the def2-TZVPD basis

## Properties
multiplicity	3
DFT total energy	-9430.0220	eV
HOMO level (spin up / spin down)	-6.2 / -11.7	eV
frontier orbital gap (spin up / spin down)	0.2471 / 0.2676	Eh
energy above the lowest of the compared OMol25 structures with the same formula, charge and spin	217.2	kJ/mol

Geometry as XYZ:
```
11
Properties=species:S:1:pos:R:3:forces:R:3
B 0.597 2.558 -0.321 0.5 5.7 -1.2
C -0.648 3.561 -0.009 3.1 -2.5 -1.0
C 0.300 1.173 0.057 -0.8 -2.7 1.7
C -0.456 -1.053 0.349 2.3 -0.2 1.6
N -1.551 4.141 0.358 -2.1 1.5 0.8
O 0.158 1.182 -1.197 0.4 1.6 -3.8
O 0.179 0.213 0.850 -0.3 -3.4 3.4
H 1.693 3.150 -0.507 -1.1 -1.0 0.1
H -0.782 -0.798 -0.661 0.2 -0.7 0.0
H -1.331 -1.264 1.022 1.1 0.0 -0.7
H 0.517 -1.829 0.483 -3.2 1.8 -0.7
```
Forces are in eV/Å.

Here are the Mulliken charges for atoms 1 to 5, given in e: number 1, B, carries 0.089; number 2, C, carries 0.253; number 3, C, carries 0.632; number 4, C, carries -0.540; number 5, N, carries -0.417

---

# 4
Formula: C21H29N5O3
Source: OMol25
Level of theory: the ωB97M-V functional and the def2-TZVPD basis

## Properties
DFT total energy	-35821.7472	eV
HOMO level	-7.9	eV
frontier orbital gap	0.3098	Eh
energy above the lowest of the compared OMol25 structures with the same formula, charge and spin	2119.1	kJ/mol

Geometry as XYZ:
```
58
Properties=species:S:1:pos:R:3:forces:R:3
C 1.697 0.348 -1.232 -1.7 6.7 2.0
C 0.658 1.383 -2.040 -2.7 -9.1 5.1
C 1.140 1.841 -3.237 -1.1 5.4 -4.0
C -0.663 0.417 -2.245 3.7 -4.5 0.1
C -1.582 -0.390 -1.055 1.6 5.0 -1.8
N -1.591 0.595 -0.058 10.7 2.6 -0.8
C -2.409 0.737 0.808 -15.0 -4.7 5.3
O -3.683 0.035 0.716 5.3 3.2 -0.2
N -2.355 1.384 1.985 2.8 1.1 2.0
C -3.489 1.375 3.176 12.5 -7.0 2.3
C -2.833 2.148 4.214 7.5 -7.3 4.3
N -1.262 2.087 3.864 -2.8 -1.3 -3.8
C -1.074 1.700 2.531 0.5 2.2 0.2
N 0.192 2.035 2.015 -7.0 -4.1 -3.3
C 0.834 2.535 3.009 -7.3 -0.2 4.4
C 1.947 3.097 3.067 11.1 0.1 -4.7
C 2.556 3.483 4.225 1.4 2.5 -1.0
C 1.731 3.802 5.199 -2.6 -1.7 4.6
C 0.405 3.144 5.329 0.1 4.5 2.6
C -0.143 2.698 4.203 4.0 -0.7 -1.2
C -0.836 -1.472 -0.697 4.3 -12.5 6.1
O -0.118 -1.930 0.617 -3.4 4.0 -6.5
N -0.992 -2.656 -1.476 1.4 2.1 2.5
C -0.367 -4.002 -1.103 -4.0 -0.1 -8.1
C 0.635 -4.407 -2.392 -7.3 -2.7 3.3
C 1.679 -3.550 -2.539 9.2 4.0 6.7
C 1.795 -2.835 -3.752 -12.2 -0.7 0.4
C 0.653 -3.813 -4.587 5.0 -2.8 1.1
O -0.229 -4.255 -3.607 1.3 -0.3 1.6
H 2.007 -0.280 -1.913 1.5 -4.0 -3.1
H 1.252 -0.017 -0.285 0.6 -0.1 -0.8
H 2.535 1.081 -1.068 -0.4 -1.0 0.5
H 0.280 1.894 -1.247 -0.3 3.2 1.6
H 2.085 2.373 -2.985 -0.6 0.2 -0.9
H 0.201 2.583 -3.728 3.0 -1.4 1.2
H 1.274 1.171 -4.049 0.4 -1.1 -0.3
H -1.441 0.882 -2.570 -4.4 3.7 -2.7
H -0.398 -0.359 -3.046 -0.3 0.9 1.1
H -2.623 -0.566 -1.239 -0.5 -0.4 -0.9
H -0.524 0.919 0.439 -3.0 -1.0 -2.2
H -4.094 1.860 2.798 -11.6 7.4 -6.6
H -3.633 0.358 3.432 -0.6 -0.7 -0.1
H -2.573 1.417 5.264 -1.9 2.0 -2.6
H -2.891 3.033 4.615 -1.8 5.2 1.2
H 2.810 2.925 2.084 -3.0 0.6 2.7
H 3.552 3.926 4.245 -0.1 -0.4 -0.2
H 2.156 4.301 6.068 -0.4 -0.1 0.1
H -0.311 3.496 6.175 1.6 -0.9 -1.1
H -1.517 -2.647 -2.360 0.5 -0.1 0.7
H 0.023 -4.261 -0.220 1.5 0.4 3.4
H -1.285 -4.722 -1.309 1.8 1.2 0.6
H 0.863 -5.436 -2.019 0.0 0.2 -1.5
H 2.697 -3.997 -2.219 -1.3 -0.3 -1.2
H 1.863 -2.766 -1.540 -1.5 -1.6 -2.5
H 1.351 -1.808 -3.684 -0.4 -0.7 0.1
H 2.555 -2.618 -4.202 9.2 1.1 -4.9
H 1.321 -4.876 -4.978 -1.7 3.1 0.7
H 0.167 -3.401 -5.398 -1.1 1.0 -1.6
```
Forces are in eV/Å.

Here are the Mulliken charges for atoms 1 to 5, given in e: number 1, C, carries -1.448; number 2, C, carries 0.213; number 3, C, carries -1.282; number 4, C, carries -1.605; number 5, C, carries -0.716

---

# 5
Formula: C4H10NS
Source: OMol25
Level of theory: the ωB97M-V functional and the def2-TZVPD basis

## Properties
charge	+1
DFT total energy	-16626.2765	eV
HOMO level	-13.5	eV
frontier orbital gap	0.3168	Eh
energy above the lowest of the compared OMol25 structures with the same formula, charge and spin	259.5	kJ/mol

Geometry as XYZ:
```
16
Properties=species:S:1:pos:R:3:forces:R:3
C 1.786 0.537 0.781 0.6 0.6 -1.9
C -0.302 0.141 -0.305 3.0 0.7 0.6
C -1.427 0.590 0.570 1.5 -1.9 1.7
C -0.664 -0.701 -1.460 0.9 1.8 -1.3
N 0.790 -0.549 0.558 -2.3 0.5 1.2
S 1.402 1.629 -0.657 -3.1 -2.1 0.4
H 1.693 1.135 1.650 -0.4 -0.3 1.2
H 2.798 0.245 0.549 0.2 -0.7 0.8
H -1.072 0.933 1.573 -0.3 1.2 -1.2
H -2.068 -0.246 0.950 0.3 0.0 -1.0
H -1.937 1.130 -0.153 -1.8 2.1 -0.1
H 0.108 -0.870 -2.202 0.6 0.1 0.2
H -1.391 -0.137 -1.996 -1.0 0.1 -0.5
H -1.045 -1.630 -1.193 -1.0 -1.7 0.8
H 1.144 -1.280 -0.032 0.6 -0.7 0.1
H 0.185 -0.927 1.367 2.1 0.3 -1.0
```
Forces are in eV/Å.

Here are the Mulliken charges for atoms 1 to 5, given in e: number 1, C, carries -0.472; number 2, C, carries 0.522; number 3, C, carries -1.343; number 4, C, carries -1.455; number 5, N, carries -0.211